Record 1
84
Properties=species:S:1:pos:R:3 method="wB97M-V/def2-TZVPD" de_lowest_ev=0.0000 charge=-1 e_tot_ev=-153872.79305 e_homo_ev=-4.817 gap_ev=7.26
C -0.76605 3.56714 0.81461
C 0.06434 2.55110 1.06127
C 0.61118 1.66699 -0.00316
P 0.54414 -0.19357 0.48544
C 2.12198 -0.58512 -0.49946
C 2.08601 -0.33952 -2.00643
C 3.49528 -0.07721 -2.55201
S 3.65804 -0.50722 -4.32703
B 1.43715 -0.06700 2.24163
O 0.70559 -0.13777 3.43119
O 2.82226 0.00193 2.39264
C 3.41908 1.28831 2.35515
C 3.14108 2.12601 3.60724
O -1.05049 0.09962 1.22391
C -2.09241 0.10597 0.31749
C -3.45493 -0.09676 0.96885
C -4.23093 1.18631 1.25256
C -4.63300 1.92539 -0.01867
Br -4.46080 3.86336 0.14024
C -1.70245 -0.90917 -0.77325
Cl -2.75553 -0.52377 -2.27174
C -1.99239 -2.36157 -0.37556
C -1.07018 -3.35724 -1.00401
O -0.16670 -3.88917 -0.43511
O -1.36174 -3.65708 -2.33205
C -0.41508 -3.22378 -3.27326
C -0.97227 -2.26037 -4.26380
O 0.70555 -3.62511 -3.25979
O -0.41986 -0.66707 -1.05614
H -1.52126 3.87604 1.53018
H -0.71251 4.14325 -0.10335
H 0.38420 2.39444 2.09066
H 0.03371 1.83639 -0.91412
H 1.65159 1.91258 -0.25189
H 0.42346 -1.60933 0.83546
H 2.95904 -0.01806 -0.08448
H 2.34615 -1.63875 -0.31372
H 1.48896 0.53910 -2.25113
H 1.69778 -1.20646 -2.53798
H 4.23316 -0.69477 -2.04534
H 3.74189 0.97987 -2.48781
H 2.39954 -0.22984 -4.66939
H 0.66479 -1.04809 3.74140
H 4.49376 1.12337 2.27105
H 3.11180 1.84569 1.46484
H 2.35314 2.85621 3.42225
H 4.03665 2.68920 3.87066
H 2.83967 1.48627 4.43214
H -2.11414 1.05239 -0.25143
H -4.06886 -0.69417 0.28761
H -3.31107 -0.66940 1.88569
H -3.70788 1.83731 1.95097
H -5.15564 0.89419 1.75745
H -4.03969 1.64385 -0.88120
H -5.68110 1.77537 -0.25489
H -3.02749 -2.59298 -0.62525
H -1.87193 -2.47771 0.70079
H -0.49089 -2.42221 -5.22372
H -0.77176 -1.25528 -3.89204
H -2.04746 -2.38365 -4.35475
F -1.37838 -8.71206 5.02090
C -1.27664 -7.81768 4.00795
C -0.07544 -7.16829 3.81235
C 0.02174 -6.25613 2.77048
C -1.07011 -6.00259 1.95194
C -2.26639 -6.66969 2.17676
C -2.37841 -7.59043 3.21037
H 0.76103 -7.37670 4.46574
H 0.95527 -5.73844 2.59402
H -0.97962 -5.28782 1.14661
H -3.12188 -6.47301 1.54358
H -3.29909 -8.12577 3.39963
F 1.84836 4.98185 -0.01411
C 1.78142 5.71940 -1.13229
C 1.19100 5.16432 -2.25132
C 1.11770 5.92699 -3.40716
C 1.63347 7.21609 -3.43385
C 2.22372 7.74751 -2.29555
C 2.29935 6.99960 -1.12917
H 0.80151 4.15556 -2.20434
H 0.65393 5.50973 -4.29124
H 1.57501 7.80463 -4.33981
H 2.62940 8.75079 -2.31319
H 2.74857 7.39369 -0.22776

---

Record 2
104
Properties=species:S:1:pos:R:3 method="wB97M-V/def2-TZVPD" s_squared=0.78 de_lowest_ev=0.5070 e_tot_ev=-157572.48668 e_homo_ev="-7.377 / -7.377" spin_multiplicity=2 gap_ev="5.43 / 4.79"
Sr 1.36318 -0.35191 -1.08171
C 0.02659 -2.50239 4.36679
C -0.46856 -1.05185 4.50570
C -0.27460 -0.56447 5.94925
C -1.95679 -1.01232 4.16417
C 0.34929 -0.18717 3.56496
C -0.19650 0.56995 2.60024
C 0.67013 1.26033 1.66931
N 0.31732 2.04876 0.73056
C -1.00020 2.26263 0.37640
C -1.62408 3.47807 0.55815
C -2.91724 3.66265 0.08635
C -3.54915 2.60290 -0.61569
C -2.98686 1.38181 -0.86086
C -1.65854 1.14966 -0.31925
O -1.04216 0.06551 -0.39524
C -3.77964 0.33733 -1.65736
C -4.27702 0.98197 -2.96184
C -4.98492 -0.09227 -0.80660
C -2.99537 -0.92206 -2.04806
C -3.67948 4.96480 0.27833
C -4.04755 5.53867 -1.09950
C -4.96230 4.67791 1.07472
C -2.86035 6.01005 1.03482
C 2.16064 0.93724 1.71010
O 2.77442 0.99796 0.66095
C 2.71618 0.38767 2.95504
C 1.81204 -0.20105 3.75449
C 4.22303 0.28724 3.16939
C 4.97143 1.46164 2.52458
C 4.54032 0.29990 4.66946
C 4.70716 -1.03179 2.54800
H -0.61035 -3.15873 4.96235
H 1.05001 -2.62341 4.72396
H -0.00507 -2.83028 3.32606
H -0.83666 -1.20664 6.62929
H -0.63653 0.45857 6.06748
H 0.77113 -0.59342 6.25717
H -2.49781 -1.67296 4.84234
H -2.13815 -1.35621 3.14417
H -2.37339 -0.00922 4.27785
H -1.26428 0.65489 2.46184
H -1.08543 4.26295 1.06849
H -4.54835 2.78395 -0.98821
H -4.94337 1.82750 -2.78857
H -4.82927 0.24052 -3.54115
H -3.43694 1.32634 -3.56793
H -5.62204 0.75611 -0.55038
H -4.65577 -0.56441 0.12093
H -5.58645 -0.81559 -1.36019
H -2.10445 -0.68751 -2.63176
H -3.64804 -1.54331 -2.66504
H -2.68469 -1.50541 -1.18540
H -4.69248 4.86534 -1.66426
H -3.15201 5.72891 -1.69327
H -4.58012 6.48271 -0.97267
H -5.61387 3.97276 0.55812
H -5.51977 5.60501 1.21886
H -4.72580 4.26513 2.05700
H -1.94502 6.27088 0.50103
H -2.59445 5.66800 2.03660
H -3.45167 6.92002 1.14190
H 2.17344 -0.75205 4.61148
H 4.56841 2.42150 2.85802
H 4.93308 1.42869 1.43934
H 6.01762 1.41786 2.83043
H 4.19207 1.22279 5.13768
H 5.62077 0.23621 4.80362
H 4.10188 -0.54407 5.20281
H 4.45633 -1.08542 1.48779
H 4.24727 -1.88915 3.04286
H 5.79153 -1.11065 2.64891
C 2.99824 -6.52015 -1.67177
C 1.60479 -6.35321 -1.07806
N 1.48179 -5.19685 -0.20964
C 1.43162 -3.91658 -0.67330
S 1.56069 -2.69966 0.58051
N 1.34026 -3.79623 -1.97192
N 1.15126 -2.53656 -2.47387
C 1.39506 -2.40623 -3.73245
C 1.94673 -3.52403 -4.56175
C 1.09667 -1.08752 -4.36505
C 1.26523 -0.88097 -5.73103
C 0.87754 0.31979 -6.29763
C 0.32896 1.30505 -5.49722
C 0.23148 1.04238 -4.14415
N 0.59924 -0.10815 -3.58794
H 3.02473 -7.37551 -2.34931
H 3.73982 -6.68252 -0.88779
H 3.27423 -5.62666 -2.23042
H 1.33528 -7.22843 -0.48386
H 0.86847 -6.25512 -1.87485
H 1.75580 -5.28564 0.75299
H 1.58649 -4.47022 -4.16531
H 3.03661 -3.51932 -4.49060
H 1.67704 -3.44427 -5.61051
H 1.72285 -1.63347 -6.34864
H 1.02338 0.48613 -7.35659
H 0.01889 2.26026 -5.89542
H -0.16416 1.79510 -3.46748
Cl 4.05203 -0.17635 -2.32069
Ge 5.43072 0.43501 -4.22132
Cl 3.98269 2.01210 -4.97587
Cl 4.81383 -1.24775 -5.61422